No. 1
117
Properties=species:S:1:pos:R:3:forces:R:3 method="wB97M-V/def2-TZVPD" de_lowest_ev=10.302 max_force_ha_per_bohr=0.07277 multiplicity=1 total_charge=+1 homo_ev=-10.536 homo_lumo_gap_ev=1.092
O 18.894100 -31.366480 -21.649510 -0.2197 0.1411 -3.7326
F 20.168470 -23.474990 -22.122860 -0.5636 -0.0757 0.0025
H 19.123150 -16.485440 -17.033550 -0.2411 0.1797 0.0280
C 12.653730 -18.913920 -18.458760 0.4714 0.9805 0.3403
H 17.935560 -28.109490 -17.585120 -0.3665 -0.0581 0.1364
H 22.017340 -13.432990 -21.676640 0.1549 0.0679 0.1493
C 26.977970 -21.379080 -18.752790 -0.6337 1.7621 -0.8732
H 10.456380 -21.696630 -24.567930 0.0316 0.2221 -0.0529
O 9.808580 -21.068500 -18.533860 1.5174 2.4419 -0.1554
H 23.297100 -21.135680 -27.743280 0.4330 0.0629 0.2324
H 22.630880 -20.944340 -24.117420 -0.1038 -0.3840 -0.6949
H 17.031470 -15.357660 -16.214010 -0.2233 0.2571 0.2570
H 25.807510 -20.601950 -26.301500 0.3347 -0.1136 -0.2947
O 25.781260 -18.819850 -19.196260 -0.6593 -0.1330 -0.3071
C 12.576130 -21.336840 -18.684870 0.2000 -0.8844 0.2137
H 23.688900 -21.854590 -18.755720 -0.1539 -0.5718 -0.9044
H 23.980110 -19.836060 -19.194900 -0.1112 0.3309 -0.2639
H 11.736070 -19.266770 -24.311510 -0.4225 0.4130 0.6351
H 11.384750 -22.333760 -23.210470 -0.2220 -0.1713 0.0947
H 17.462620 -16.681500 -20.060880 -0.1138 0.0396 0.2095
C 16.908080 -15.920720 -19.511510 -0.5580 0.8613 -0.0377
H 11.628300 -22.986300 -24.830090 0.0642 0.1107 -0.0379
H 16.686360 -29.006700 -23.392350 0.1756 0.3666 -0.3642
N 22.045550 -14.763740 -23.291410 -0.1883 0.1310 -0.8247
H 23.632410 -13.896590 -22.302390 -0.0554 0.1905 0.1324
C 23.011610 -21.057480 -26.682820 -1.8513 -0.1987 -0.1504
N 12.480380 -21.117410 -24.434730 0.9032 -1.2638 -0.2156
H 18.541120 -20.287020 -15.072610 -0.3398 -0.3609 0.2821
S 18.684910 -21.273350 -21.675790 0.4005 -0.6730 0.8904
O 17.444560 -21.195210 -20.900390 1.1107 0.3598 -0.6534
H 18.177130 -31.452460 -17.451020 -0.1561 0.0350 -0.0945
H 27.170180 -21.854560 -17.790980 -0.1025 -0.4297 -0.3502
C 25.318150 -21.558340 -26.117250 0.8643 -0.0362 0.1475
C 19.527280 -22.963090 -14.385230 1.1700 -0.4258 -0.4606
C 18.492260 -30.152180 -25.140780 -0.3009 -0.0261 0.5507
H 13.172150 -21.512340 -17.789300 0.6229 0.0226 -0.3026
C 17.864320 -23.115990 -16.171780 -1.8155 -1.3172 0.3736
H 25.837100 -22.025030 -25.279980 -0.1699 0.1048 0.1366
H 16.026430 -28.828210 -15.500940 0.2001 0.7658 -0.3851
C 18.511830 -28.913070 -17.126570 -0.2369 -0.2696 0.2333
C 22.187250 -13.868770 -24.445460 0.6227 -0.0708 0.3650
H 25.111340 -22.978560 -19.406750 -0.8656 -0.0142 -0.5983
C 18.863120 -31.313890 -22.913160 -0.2594 1.0022 2.1372
N 23.954680 -21.299080 -25.765490 -0.5446 -0.0430 -0.5640
C 18.880160 -23.208650 -21.859680 0.3490 0.8733 -0.0276
C 22.633410 -14.251450 -22.049050 -0.1087 -0.3898 -0.4497
H 27.561690 -20.459300 -18.789900 -0.1399 0.0581 0.0898
H 19.319470 -22.549400 -13.398420 -0.8771 -0.0827 -0.1822
F 18.551010 -23.833120 -20.705000 -0.0187 0.5300 -1.4091
H 19.196820 -30.815120 -25.642990 0.0661 -0.2967 0.6148
F 18.127410 -23.631990 -22.911400 0.6170 0.2362 1.4973
C 18.787500 -16.174620 -18.022910 -0.5164 0.9650 0.1329
N 17.666800 -29.836890 -16.327450 0.7112 1.3322 -0.7333
H 24.231280 -20.420240 -23.916040 0.4748 -0.0755 0.0766
H 21.262300 -16.488440 -22.505840 0.1599 0.1215 0.2194
H 18.812590 -29.138800 -25.382760 0.0630 0.0545 0.1283
C 16.983610 -29.264120 -15.214770 -0.4932 0.4557 0.8431
C 16.574570 -15.301020 -17.214130 -0.2758 0.1950 0.9296
H 23.911380 -22.173770 -23.919890 -0.0316 0.0507 0.2538
O 20.706930 -16.295450 -24.411190 0.3505 0.6122 -0.1427
H 27.214570 -21.908000 -19.676020 0.4976 -0.6953 0.5013
H 23.205380 -13.480130 -24.424000 0.1383 -0.1144 -0.1276
H 13.214790 -19.444480 -23.378680 0.2813 -0.1308 -0.5002
H 19.066180 -29.387140 -17.936550 -0.2750 -0.5023 0.2032
N 18.804040 -22.397860 -15.547670 1.4954 0.9700 1.2648
C 25.079920 -19.821330 -19.145850 0.6498 1.1687 0.4950
H 18.377710 -28.235420 -23.373690 -0.5929 0.3868 -0.2436
H 20.043660 -20.649780 -15.814570 0.2924 -0.5912 0.2447
O 17.456000 -24.248940 -15.873140 1.1307 1.5991 -0.5179
H 17.697530 -28.999510 -21.978240 0.3064 -0.7716 -0.0537
H 17.692630 -28.561600 -14.776760 -0.5408 0.3612 0.1889
H 19.225950 -15.223710 -18.325620 1.3584 -0.4886 -0.0530
O 15.463160 -14.872850 -17.461420 -0.1103 0.0132 0.2678
Hg 18.228410 -19.111350 -26.339330 0.1337 -0.1859 0.3904
N 25.546490 -21.037660 -18.914080 1.9473 -0.6227 0.3491
C 17.562430 -31.132590 -16.595430 0.1112 -2.1667 0.1422
H 22.769130 -15.008010 -21.276200 -0.3422 -0.1530 -0.1744
H 19.247480 -28.423920 -16.488100 -0.0249 -0.0916 0.2481
O 21.824950 -20.851080 -26.397310 0.8165 0.0724 -0.2241
C 13.610710 -21.480090 -25.106120 1.2772 1.0619 -0.4927
N 17.391010 -15.790670 -18.127120 -0.2963 -1.9432 -2.3562
H 11.955680 -22.229180 -18.767860 -0.5932 0.5389 0.0729
H 13.613200 -22.454800 -25.618110 -0.7179 -0.0667 0.3803
N 18.367980 -30.275570 -23.663920 -0.1765 0.4675 0.5651
H 16.615520 -29.942570 -14.445150 0.7992 -0.6680 -0.2526
H 17.371740 -22.522090 -16.957160 0.1000 -0.1296 -0.2469
H 18.937460 -16.974770 -18.747740 0.4197 0.1507 0.2175
H 13.208680 -18.865770 -17.521850 -0.0073 0.0599 0.2226
H 22.046980 -14.423070 -25.373450 -0.2850 0.1660 0.1773
H 15.832000 -16.080100 -19.580470 0.0687 -0.4591 0.4988
O 19.909620 -20.761300 -20.983620 -2.2260 -1.0172 -1.3434
H 18.679000 -20.576380 -16.784230 -0.5364 -0.7358 -0.1336
C 17.725510 -29.052990 -23.066570 0.8897 -0.9992 -0.0725
C 18.995490 -20.948820 -15.809950 0.4261 0.0355 -0.0643
H 10.143170 -19.026620 -18.672450 -0.0906 -0.1155 0.2704
H 20.611240 -22.857740 -14.430440 0.2411 0.9915 -0.7292
H 19.239270 -32.086330 -23.601670 0.1723 -0.2486 0.4499
O 18.577100 -20.809280 -23.068540 0.3522 -0.0485 0.8210
C 10.539430 -20.047640 -18.559770 -1.9644 -2.4722 -0.1544
H 11.831760 -20.118140 -22.674940 -0.5849 -0.3321 -0.3846
C 24.731630 -22.171110 -18.780690 -0.4774 -0.6211 1.5091
H 16.985070 -14.968420 -20.036190 0.4906 0.1741 -0.1193
C 11.434280 -22.073000 -24.267660 -0.4487 -1.0164 0.1310
H 21.562160 -12.979580 -24.363670 -0.4154 -0.2122 -0.1295
C 21.307400 -15.885500 -23.425970 -0.1224 -0.4567 0.7382
H 25.451060 -22.266090 -26.935480 -0.2980 0.3322 -0.2729
C 12.282830 -19.939810 -23.651070 1.0736 1.3225 -0.2258
H 19.566450 -24.052220 -14.404190 -1.2754 0.0126 0.1265
O 14.634070 -20.803720 -25.255500 -1.0975 -0.0857 0.6596
C 23.652610 -21.219610 -24.378920 -0.1411 0.3021 1.3718
H 17.524270 -30.293540 -25.621520 -0.1246 -0.0494 0.0607
H 11.994030 -18.047910 -18.512670 0.0953 0.0104 0.0451
H 13.128900 -21.286620 -19.622970 0.6284 -0.0199 0.2357
H 13.412270 -18.820220 -19.235900 -0.1125 -0.2446 -0.3455
N 11.881170 -20.099420 -18.522830 -0.7163 -0.2985 -0.4616
H 24.879740 -22.558060 -17.772510 0.0120 -0.2365 0.3277
O 16.928420 -31.941910 -15.920620 0.2596 0.8259 -0.5678



No. 2
116
Properties=species:S:1:pos:R:3:forces:R:3 method="wB97M-V/def2-TZVPD" de_lowest_ev=4.172 max_force_ha_per_bohr=0.08888 multiplicity=6 homo_ev="-7.690 / -7.763" homo_lumo_gap_ev="7.796 / 7.860"
C 8.029038 3.137765 16.046413 -1.5579 0.6490 -0.4704
S 0.333062 2.503419 19.766567 -0.8098 -0.8467 0.4259
C 8.004100 3.263058 24.020486 -0.1556 0.7782 -1.0330
C 6.108972 -0.226517 12.725910 -0.9293 0.4606 -0.8384
H 0.247339 3.927199 15.917470 -0.0498 0.0066 0.3283
C 1.794967 1.628178 16.433464 -2.5501 -2.2361 0.8477
H 6.542468 4.353657 18.873748 -0.4368 -0.5387 -0.2289
H 2.986737 -2.843456 17.017996 0.1036 0.1622 -0.3866
C 4.100142 -0.139727 20.348582 -1.2714 -0.4454 0.4229
O 2.676479 2.318799 16.863797 1.7538 2.2542 -0.0237
H 7.714462 0.678630 14.516720 0.2630 0.0478 0.4386
H 6.684394 6.406054 22.880417 0.2720 -0.5063 -0.6103
N 2.692776 -2.353815 23.996834 1.1908 2.0674 0.3485
H 6.140400 1.663735 24.326945 -0.0188 -1.2531 0.2404
H 5.319963 7.202932 23.365061 -0.7369 0.0261 0.0501
C 0.662412 3.325176 15.109151 -0.7622 0.5589 0.6694
H 5.511439 -0.668377 18.200022 0.1011 -0.4007 -0.3612
C 7.894076 -2.469127 19.484877 -0.5606 -1.1977 -0.0846
O -0.000413 1.223013 19.114029 0.7724 1.7383 0.7578
C 3.836758 -1.945489 24.633901 -1.3087 1.4964 -0.6187
H 8.353539 4.254071 23.730836 -0.3686 -0.0219 -0.2721
C 6.760987 -2.548288 21.686502 1.3430 -1.2755 -1.9350
H 5.412297 5.426463 23.541876 -0.3184 -0.0126 -0.3246
H 7.670217 3.234595 15.021725 0.3851 0.6349 -0.3369
H 7.408318 0.618034 23.410024 0.1846 -0.0026 0.8504
O 3.887723 -1.672443 25.816333 0.1704 -0.4387 0.2301
H 8.193982 -3.351770 18.919987 -0.0152 -0.5306 0.1467
C 5.062992 0.324942 18.182140 -0.6622 -1.5411 -1.2912
H 7.477854 3.370956 24.968911 -0.2039 -0.2920 -0.1806
H 9.938155 -3.332855 20.836454 -0.1040 0.3926 0.3958
H 7.105409 -0.115695 16.035189 -0.4064 0.1283 -0.2098
O 4.799029 4.046360 17.121156 -3.5940 1.0823 2.1629
C 1.395349 -2.337786 24.655424 -0.6548 -1.9929 -0.9008
H 3.776340 4.542199 22.192155 0.0188 0.7330 0.3974
H 8.932419 2.714896 24.181223 -0.1700 -0.5345 -0.0545
H 5.919554 0.987479 22.675632 -0.3546 0.2839 0.0872
H 7.962838 2.051709 16.111246 0.9068 0.0393 0.9698
C 4.829064 -0.690211 14.755800 -1.6115 0.1303 -0.0350
H 5.032981 -0.880297 15.820927 -0.5460 -0.0525 0.1354
C 5.727426 3.833752 16.434016 4.3055 0.1614 -1.4611
C 5.468122 6.974163 20.399468 0.7929 -0.5539 1.5671
H 5.350627 8.046908 20.552775 -0.4726 -0.0255 0.4442
N 5.062452 6.116224 21.559706 -3.2944 -1.1278 -2.0518
H 8.627655 -1.750977 19.118510 -0.2592 0.7095 0.6344
N 7.136568 2.649341 22.960101 0.5515 -0.5896 4.1756
C 0.664959 -3.351682 15.538198 1.2047 1.7127 1.4047
N 7.861900 -2.783972 20.911465 1.1364 1.1992 -1.4643
H 2.312040 -3.608799 22.420777 -0.5054 -0.0543 -0.2750
H 1.779402 -1.904492 22.178298 0.0206 -0.1278 -0.1908
H 4.928823 6.694979 19.494307 0.3250 -0.3173 0.2209
N 0.805314 1.940683 15.606203 0.8152 0.8318 -1.7642
H 1.536844 3.899069 14.802377 0.4574 -0.8598 -0.0661
N 7.013647 3.784715 16.887435 -0.2018 -0.8820 -0.1770
H 1.226315 -1.996691 25.676783 1.0298 -0.2889 -0.1050
H 5.673713 3.837269 15.334325 -0.1145 -0.4323 -0.0545
H 6.872633 -2.306473 19.140918 0.1177 0.6584 -0.0519
O 3.701810 -0.766817 14.236971 2.0375 -0.0500 0.6513
H 3.466142 -2.435937 21.970672 0.2417 0.4171 0.5204
H -0.749112 -4.086472 17.238952 -0.1066 -0.7184 0.4494
C 5.602957 6.269729 22.878067 0.8311 0.9384 0.6976
C 9.022208 -3.554075 21.384358 -1.9434 -0.2091 0.2411
N 5.986915 -0.319478 14.181921 -0.0321 -0.1696 -1.1717
H 1.662021 -3.572758 15.157295 -0.3799 -0.5785 -0.5717
H 4.040750 0.217616 17.819385 -0.1554 -0.0240 -0.4141
O -0.055433 -3.292126 18.986895 -0.1100 -0.6712 1.8012
H -0.057052 0.056788 15.781058 -0.2838 0.1327 0.1952
H 5.603987 0.925639 17.450989 0.1592 0.4376 0.3757
H 4.280461 -1.189984 20.119375 0.9065 -0.1580 0.1461
N 0.913715 -3.081315 17.016828 1.6312 0.3781 -4.2528
H 8.997483 -3.434613 22.467513 0.7709 -0.0699 -0.0907
H 6.613485 0.676123 12.381222 0.2859 0.0477 0.4096
C 2.101665 -2.260964 17.273870 0.0780 -0.2039 0.9880
H 0.587714 -1.917061 24.056421 0.4638 0.8128 -0.3974
C -0.202873 0.955167 15.181273 0.4496 0.6483 0.9992
H 7.568210 2.919832 18.775618 0.0204 0.0551 -0.1761
H 6.546858 6.817876 20.399593 0.1054 -0.0353 -0.9380
O 6.720894 -2.907776 22.827960 -0.7127 0.2681 1.4694
H 7.828873 -1.061244 14.721173 0.3528 -0.0223 0.2132
H 2.262766 -1.960272 18.309118 -0.6830 -0.6202 0.3535
F -0.990103 1.909919 22.036504 0.3000 -0.1851 0.1812
C 2.561204 -2.557633 22.565974 0.2419 -0.5597 0.0985
F 0.962604 0.946348 21.795993 0.1630 -0.6147 0.6812
H -0.155422 -4.031737 15.308825 0.5180 -0.3280 0.3797
H 6.932858 2.014529 21.077623 -0.1230 0.3625 -0.4060
H -0.090200 3.432762 14.328058 0.1845 -0.6192 -0.1715
H -1.122314 1.481084 15.438424 -0.4783 -0.7627 -0.3317
C 6.634303 1.385367 23.395998 -0.9262 -0.2827 -0.1419
O 3.614992 4.740720 20.252871 0.6686 2.4396 0.8136
H 6.504487 -1.063511 12.150486 0.7961 -0.4611 0.8477
H 8.718764 -4.575166 21.153274 0.5598 -0.4436 0.1906
H 4.627784 -1.622154 23.939696 0.2920 -0.8271 -0.0895
O 8.010141 3.769063 21.335891 0.7426 0.9843 -1.8165
H 1.615343 0.664035 16.933817 0.1752 -0.2831 -0.5096
H 5.138519 -0.182329 12.231584 -0.4429 0.2993 0.7133
H 0.385836 -2.387483 15.113339 -0.0109 0.0693 -0.2579
H 8.964669 3.671133 16.214359 0.1712 -0.7172 -0.1850
C 7.218831 -0.188334 14.953543 0.0904 -0.5176 -1.2140
C 7.341491 3.876956 18.305926 -0.4982 0.8529 0.5111
C 0.038503 -3.591723 17.828080 -1.8338 1.1348 0.9237
Mn 3.326325 3.517619 18.565325 1.6117 -1.7433 0.5729
H 5.944172 -2.208105 21.031293 -0.2954 0.5431 0.5562
F 0.822841 2.994327 22.408809 0.7959 1.3032 1.1533
H 8.127575 4.611365 18.481452 0.5936 -0.3999 -0.3798
H 3.056181 -0.140444 20.035125 -0.4089 0.9099 0.2945
H 2.121835 -1.277114 16.805129 -0.3001 -0.4110 -0.8171
O 1.733755 2.961201 19.578542 -1.3283 -0.7803 0.4422
C 7.361086 2.815787 21.699556 0.6746 0.6975 -1.5236
C 0.290114 2.076587 21.682187 -0.9874 -0.4513 -3.6342
O -0.596223 3.595691 19.590512 0.1007 -0.3789 0.0514
H 4.224483 0.040590 21.416351 -0.4499 -0.1674 0.1117
H -0.139428 0.636132 14.140929 0.0874 0.5106 -0.1115
C 4.040405 5.181494 21.335549 2.1016 -1.1712 -0.3951
H 1.210091 -3.393722 24.458492 -1.1996 -0.4816 1.3718
O 4.687603 2.125528 19.535446 -0.6092 1.4575 0.8865
H 5.961809 0.506868 19.924156 1.1274 0.7575 0.9913
C 4.968900 0.805083 19.587545 0.7529 0.0944 -1.7800